The following is a DFT calculation (the ωB97M-V functional and the def2-TZVPD basis) of a 10-piece molecular cluster, C45H65N5O5 overall at a distorted geometry.

Computed properties:
Net charge: 0
ΔE to the lowest compared entry with this formula, charge and spin in eV: 0.000
LUMO energy in eV: 0.544
Orbital gap in eV: 9.377
DFT total energy in eV: -65403.5749
SMILES: c1ccncc1.c1ccncc1.c1ccncc1.c1ccncc1.c1ccncc1.C1CCOC1.C1CCOC1.C1CCOC1.C1CCOC1.C1CCOC1
Maximum force in eV/A: 1.7

Element x y z (Å)
1 C 10.60002 33.80023 3.65790
2 C 10.86226 34.30538 4.92411
3 C 10.33027 35.52423 5.28892
4 N 9.74860 36.37592 4.42476
5 C 9.55905 35.90720 3.18865
6 C 9.92967 34.62067 2.78884
7 H 10.93634 32.80624 3.38993
8 H 11.45648 33.72745 5.62104
9 H 10.48126 35.88065 6.30082
10 H 9.09436 36.57090 2.47131
11 H 9.58736 34.28025 1.81981
12 C 17.26702 27.49524 9.24963
13 C 17.38412 26.75098 8.09355
14 C 16.86288 27.25894 6.91514
15 N 16.09826 28.35301 6.90138
16 C 15.98760 29.08561 8.00822
17 C 16.59408 28.70729 9.20985
18 H 17.75565 27.18561 10.16426
19 H 17.95913 25.83367 8.07864
20 H 16.93857 26.70615 5.98801
21 H 15.46554 30.02530 7.88648
22 H 16.58514 29.37230 10.06230
23 C 6.19962 30.13231 1.95434
24 C 6.87876 29.26323 2.80359
25 C 8.19914 29.57457 3.10624
26 N 8.86786 30.61324 2.60529
27 C 8.17521 31.46078 1.84160
28 C 6.84918 31.26093 1.47831
29 H 5.19386 29.91283 1.61958
30 H 6.40701 28.39479 3.23785
31 H 8.75074 28.94977 3.80136
32 H 8.70827 32.35612 1.55224
33 H 6.36558 31.97215 0.82372
34 C 12.46229 29.55757 3.65252
35 C 11.87080 28.84001 2.61998
36 C 12.51481 27.70699 2.14197
37 N 13.61417 27.21228 2.71616
38 C 14.12484 27.87784 3.75848
39 C 13.61406 29.08133 4.24754
40 H 11.91483 30.42807 3.99418
41 H 10.94476 29.21176 2.20240
42 H 11.97921 27.10529 1.41279
43 H 15.04455 27.47826 4.16829
44 H 14.13282 29.58429 5.05155
45 C 12.99324 25.74701 -3.83257
46 C 12.50489 24.51520 -3.39096
47 C 11.89259 24.50629 -2.14328
48 N 11.79202 25.55142 -1.31841
49 C 12.36634 26.68146 -1.74176
50 C 12.96040 26.83745 -2.99270
51 H 13.37324 25.75723 -4.84779
52 H 12.56058 23.63289 -4.00851
53 H 11.34337 23.63837 -1.79082
54 H 12.25851 27.56933 -1.13055
55 H 13.29222 27.83209 -3.25491
56 C 13.35046 25.36637 6.43652
57 C 12.96347 24.00526 6.99262
58 C 11.55593 24.34134 7.49680
59 O 10.99919 25.19009 6.52161
60 C 12.04004 25.85126 5.79217
61 H 14.12159 25.25317 5.66635
62 H 13.77754 26.04573 7.17356
63 H 13.60030 23.59492 7.77716
64 H 12.90956 23.24021 6.21643
65 H 11.54964 24.81387 8.48859
66 H 10.93402 23.44133 7.56412
67 H 12.05448 26.93434 5.94658
68 H 11.97369 25.61581 4.73362
69 C 9.12543 30.06158 6.76685
70 C 10.25119 29.03456 6.84000
71 C 11.46508 29.92375 7.07776
72 O 11.24084 31.09625 6.30582
73 C 9.82690 31.34638 6.31653
74 H 8.67235 30.16952 7.75212
75 H 8.32509 29.79927 6.07405
76 H 10.43535 28.53656 5.88402
77 H 10.07979 28.26602 7.59154
78 H 12.40624 29.45031 6.79432
79 H 11.58668 30.21616 8.13168
80 H 9.50878 31.71104 5.34295
81 H 9.57296 32.10489 7.06458
82 C 17.62108 28.78071 2.73203
83 C 17.38035 28.08896 1.39238
84 C 18.65594 27.22020 1.21692
85 O 19.37654 27.32346 2.45072
86 C 18.46974 27.73981 3.45730
87 H 16.73150 28.99374 3.32695
88 H 18.18466 29.70819 2.62982
89 H 17.21636 28.77619 0.56800
90 H 16.54343 27.40077 1.51876
91 H 19.31929 27.61011 0.44724
92 H 18.41133 26.17557 1.02600
93 H 19.04752 28.08643 4.31460
94 H 17.83565 26.94879 3.88263
95 C 11.23724 23.65581 3.08498
96 C 10.58222 22.38185 2.62535
97 C 11.74853 21.59090 2.03996
98 O 12.60944 22.59886 1.53031
99 C 12.18036 23.92593 1.90717
100 H 11.90540 23.52839 3.94159
101 H 10.57826 24.49388 3.31147
102 H 9.84795 22.51136 1.82452
103 H 10.02344 21.84176 3.39529
104 H 11.37123 20.84753 1.33573
105 H 12.30531 21.06335 2.82242
106 H 11.63089 24.32880 1.04702
107 H 13.08975 24.51109 2.02564
108 C 8.23267 30.32953 -2.96765
109 C 8.65207 31.02734 -1.67966
110 C 9.11798 29.83420 -0.85354
111 O 9.62078 28.87512 -1.80775
112 C 9.41484 29.39285 -3.12923
113 H 8.04018 31.02619 -3.78368
114 H 7.33689 29.72474 -2.81901
115 H 7.77144 31.46765 -1.20227
116 H 9.39582 31.82045 -1.73997
117 H 8.26169 29.37262 -0.35352
118 H 9.84869 30.12798 -0.09890
119 H 9.17129 28.58316 -3.81548
120 H 10.31920 29.93857 -3.41218

Cartesian forces (eV/Å) of the 3 atoms listed first:
C 0.393 0.050 0.362
C -0.005 -0.501 0.143
C 0.512 0.716 -0.369